{"formula": "C23H49MnN3P4Se", "method": "ωB97M-V/def2-TZVPD", "symbols": ["Mn", "P", "P", "P", "H", "C", "C", "H", "C", "C", "C", "C", "C", "C", "C", "C", "C", "H", "H", "H", "H", "H", "H", "H", "H", "H", "H", "H", "H", "H", "H", "H", "H", "H", "H", "H", "H", "H", "H", "H", "H", "H", "H", "H", "H", "H", "C", "C", "C", "C", "C", "C", "Se", "H", "H", "H", "H", "H", "H", "C", "N", "C", "N", "C", "N", "C", "P", "C", "C", "H", "H", "H", "H", "H", "H", "H", "H", "H", "H", "H", "H"], "coordinates": [[-0.17979, 0.15242, -0.23982], [0.66372, -0.94930, -2.27726], [1.15407, 2.10344, -0.75745], [-1.81264, -1.69290, 0.07427], [-1.62946, 2.52510, 0.15934], [-1.75446, 1.50860, 0.52318], [-0.87807, 1.07571, 1.59761], [-0.16540, 1.81261, 1.97924], [-0.07932, -0.65229, -3.93351], [2.41995, -0.63011, -2.74500], [0.70224, -2.78731, -2.36996], [0.95358, 3.51466, 0.41306], [2.99900, 2.08120, -0.80391], [0.76097, 2.85095, -2.38653], [-2.99299, -1.49301, 1.48257], [-1.31096, -3.43253, 0.43593], [-2.96126, -1.98810, -1.32985], [-2.78521, 1.14776, 0.51070], [-1.30477, 0.40035, 2.34593], [0.51596, -1.16066, -4.71038], [-0.10739, 0.42044, -4.14573], [-1.10425, -1.03693, -3.95553], [2.68813, -1.29752, -3.57330], [3.08831, -0.82640, -1.90090], [2.54486, 0.40384, -3.07797], [1.13767, -3.06977, -3.33749], [-0.30785, -3.20117, -2.31067], [1.31619, -3.21431, -1.57160], [1.41860, 4.40880, -0.01788], [1.45881, 3.27587, 1.35782], [-0.10254, 3.71385, 0.61190], [3.36739, 2.94279, -1.37527], [3.37400, 1.16110, -1.26342], [3.39259, 2.16480, 0.21514], [1.12709, 3.88973, -2.39725], [-0.32849, 2.82051, -2.55298], [1.25478, 2.28821, -3.19347], [-3.75193, -2.28212, 1.41706], [-3.48778, -0.51908, 1.45711], [-2.47232, -1.59188, 2.44284], [-2.20744, -4.06539, 0.50436], [-0.78572, -3.49448, 1.39630], [-0.65342, -3.84235, -0.33705], [-3.81999, -2.57585, -0.97426], [-2.45413, -2.53538, -2.13566], [-3.30380, -1.02872, -1.74011], [-4.27979, 2.53345, -2.43446], [-4.52083, 3.29447, -1.26358], [-5.62978, 4.16664, -1.19426], [-6.52803, 4.28575, -2.26763], [-6.29839, 3.51909, -3.42515], [-5.20883, 2.65150, -3.50941], [-2.70983, 1.41606, -2.68493], [-1.76380, 1.07837, -1.33646], [-3.83290, 3.20340, -0.41856], [-5.78416, 4.75515, -0.29143], [-7.38031, 4.95718, -2.20191], [-6.98409, 3.61010, -4.26503], [-5.04469, 2.06088, -4.40899], [2.80791, -0.88175, 3.94184], [1.62014, -1.77066, 3.76793], [2.02939, -3.08601, 3.24653], [2.84280, -2.97707, 2.00147], [4.00119, -2.09499, 2.24196], [3.58047, -0.74474, 2.70144], [2.92325, 0.03022, 1.65547], [1.32084, -0.84204, 1.20327], [0.62945, -1.11549, 2.93486], [2.07047, -2.53556, 0.85137], [3.46220, -1.33022, 4.69941], [2.46297, 0.11322, 4.27554], [1.14502, -3.71134, 3.06379], [2.64895, -3.57747, 4.00326], [4.57959, -2.00537, 1.30679], [4.61606, -2.53837, 3.03502], [2.73055, 1.06303, 1.99568], [3.58735, 0.07821, 0.77334], [-0.29415, -1.70981, 2.87738], [0.38246, -0.14310, 3.38128], [2.74091, -2.45129, -0.01636], [1.28505, -3.26677, 0.60800]], "forces_ev_per_angstrom": [[-1.1, 0.3, 0.1], [0.8, -0.8, -1.6], [1.0, 1.4, -0.2], [-1.0, -1.2, 0.4], [-0.1, -0.1, -0.1], [1.1, -0.5, 1.0], [-1.1, 0.6, -1.2], [-0.1, -0.4, -0.1], [-0.4, 0.3, 0.2], [-0.1, 0.1, 0.4], [-0.1, 0.0, 0.4], [-0.3, -0.4, 0.0], [0.0, -0.4, 0.1], [-0.3, -0.2, 0.0], [0.3, 0.4, -0.1], [0.5, 0.1, 0.0], [0.2, 0.4, -0.2], [0.3, 0.0, -0.1], [0.3, 0.2, -0.4], [-0.2, 0.2, 0.4], [0.0, -0.1, -0.1], [0.1, 0.0, -0.1], [-0.1, 0.1, 0.2], [0.0, 0.0, -0.2], [0.0, -0.2, 0.0], [-0.1, 0.1, 0.2], [0.2, 0.0, -0.1], [-0.1, 0.0, -0.2], [-0.1, -0.2, 0.0], [-0.1, 0.1, -0.2], [0.2, 0.2, 0.0], [-0.3, -0.1, 0.0], [0.0, 0.4, 0.2], [-0.1, 0.0, -0.3], [-0.2, -0.4, 0.0], [0.5, 0.2, 0.0], [-0.2, 0.2, 0.3], [0.2, 0.2, -0.1], [0.0, -0.2, 0.1], [-0.1, 0.0, -0.2], [0.1, 0.3, -0.1], [-0.1, 0.1, -0.2], [-0.2, 0.1, 0.2], [0.3, 0.2, -0.1], [-0.1, 0.1, 0.2], [-0.1, -0.4, 0.1], [0.6, -0.1, 0.6], [-0.7, 0.7, 0.4], [1.2, -0.8, 0.3], [0.6, -0.5, -0.1], [0.4, -0.4, -0.1], [-0.1, 0.1, -0.4], [-1.2, 0.6, -0.4], [-1.1, 0.7, -0.3], [-0.4, 0.2, -0.3], [0.1, -0.2, -0.2], [0.2, -0.1, 0.0], [0.2, -0.1, 0.1], [-0.1, 0.2, 0.1], [-0.4, -0.3, -0.3], [0.3, 0.2, 0.0], [0.4, 0.4, -0.3], [-0.1, 0.1, 0.3], [-0.5, 0.3, 0.0], [0.2, -0.2, -0.2], [0.2, -0.4, 0.3], [0.4, -0.3, 0.8], [0.6, -0.3, 0.0], [0.0, 0.0, 0.3], [-0.2, 0.2, -0.1], [0.2, -0.5, 0.0], [0.2, 0.2, 0.0], [-0.1, 0.1, -0.1], [-0.1, 0.0, 0.4], [-0.1, 0.1, -0.3], [0.0, -0.4, 0.0], [-0.3, -0.1, 0.4], [0.2, 0.1, 0.0], [0.1, -0.3, -0.1], [-0.1, 0.0, 0.1], [0.3, 0.3, 0.2]], "gap_ev": [6.018, 4.197], "lumo_energy_ev": [-9.849, -11.594], "total_energy_ev": -162910.309, "multiplicity": 5, "total_charge": 3}

{"formula": "C23H49N3OP4Pb", "method": "ωB97M-V/def2-TZVPD", "symbols": ["Pb", "P", "P", "P", "H", "C", "C", "H", "C", "C", "C", "C", "C", "C", "C", "C", "C", "H", "H", "H", "H", "H", "H", "H", "H", "H", "H", "H", "H", "H", "H", "H", "H", "H", "H", "H", "H", "H", "H", "H", "H", "H", "H", "H", "H", "H", "C", "C", "C", "C", "C", "C", "O", "H", "H", "H", "H", "H", "H", "C", "N", "C", "N", "C", "N", "C", "P", "C", "C", "H", "H", "H", "H", "H", "H", "H", "H", "H", "H", "H", "H"], "coordinates": [[0.17251, -0.30439, -0.45976], [-1.96694, 1.69410, -0.97306], [-1.89115, -2.23239, -2.41957], [1.24616, 1.55529, -2.51177], [2.95218, 2.01664, 2.08222], [2.88868, 3.11065, 1.99829], [1.69931, 3.72340, 2.08668], [0.80207, 3.12287, 2.27145], [-3.39060, 1.59149, 0.16710], [-2.88326, 1.74293, -2.55911], [-1.50607, 3.45041, -0.75090], [-0.35248, -3.13403, -2.11197], [-3.24760, -3.37171, -2.15208], [-1.85188, -1.61770, -4.10637], [2.01788, 2.96564, -1.63390], [0.37886, 2.36450, -3.90709], [2.71895, 0.87741, -3.35416], [3.83484, 3.65468, 1.88280], [1.56675, 4.80409, 1.95624], [-3.12877, 2.03609, 1.13425], [-3.67909, 0.54399, 0.31821], [-4.23619, 2.13769, -0.27149], [-3.19676, 0.73354, -2.85122], [-2.27112, 2.16936, -3.36037], [-3.78002, 2.35812, -2.41251], [-0.73815, 3.53812, 0.02915], [-2.39964, 4.00423, -0.43322], [-1.12565, 3.89382, -1.67892], [-0.35381, -4.05495, -2.71692], [-0.25813, -3.42669, -1.05344], [0.53606, -2.55120, -2.40596], [-2.98663, -4.35864, -2.56042], [-4.15529, -2.99655, -2.64098], [-3.43732, -3.46861, -1.07487], [-1.75262, -2.47646, -4.78507], [-0.99608, -0.93583, -4.24149], [-2.78092, -1.07551, -4.32706], [2.74506, 3.44790, -2.30093], [2.53163, 2.61169, -0.73169], [1.25322, 3.69344, -1.33426], [1.12021, 2.72190, -4.63517], [-0.22962, 3.21119, -3.56627], [-0.27206, 1.62927, -4.39962], [3.25504, 1.70638, -3.83802], [2.40367, 0.15165, -4.11370], [3.38700, 0.37702, -2.64225], [3.35806, -0.40794, 0.06652], [3.36908, -1.77347, -0.34176], [4.42929, -2.23875, -1.10885], [5.54550, -1.42804, -1.33816], [5.60490, -0.13503, -0.80345], [4.54114, 0.37277, -0.07366], [2.25334, 0.17381, 0.47725], [-2.14104, -1.10651, -1.56054], [2.51778, -2.40767, -0.08337], [4.39204, -3.25569, -1.50510], [6.38277, -1.81264, -1.92137], [6.48738, 0.48675, -0.96813], [4.53982, 1.37571, 0.35085], [-1.88252, -0.21356, 5.06242], [-2.79229, -0.96859, 4.17042], [-2.58545, -2.42150, 4.35822], [-1.17614, -2.82006, 4.13913], [-0.29873, -2.03602, 5.03762], [-0.46121, -0.57557, 4.85556], [0.03601, -0.12145, 3.55567], [-0.91096, -0.90615, 2.15229], [-2.64420, -0.56905, 2.77667], [-0.78648, -2.67922, 2.73580], [-2.15025, -0.45525, 6.10317], [-2.00685, 0.86040, 4.86826], [-3.22105, -2.96445, 3.64552], [-2.85687, -2.67357, 5.39535], [0.74673, -2.30385, 4.83298], [-0.56671, -2.28240, 6.07727], [-0.05942, 0.97213, 3.47542], [1.09926, -0.37863, 3.43830], [-3.35247, -1.12773, 2.14730], [-2.86005, 0.50276, 2.66842], [0.24940, -3.02092, 2.59946], [-1.44203, -3.29542, 2.10371]], "forces_ev_per_angstrom": [[0.6, 0.9, -0.7], [-0.7, 1.0, 0.3], [-0.6, -0.6, -0.7], [1.4, 1.0, -0.5], [0.0, 0.5, 0.1], [-0.4, 0.2, 0.1], [0.6, -0.3, -0.4], [0.1, 0.3, 0.0], [0.1, -0.4, 0.3], [0.3, -0.4, -0.3], [0.4, 0.0, 0.1], [0.5, 0.2, 0.4], [-0.2, 0.0, 0.2], [0.0, 0.3, 0.1], [-0.4, -0.1, 0.5], [-0.6, -0.4, 0.1], [-0.2, -0.7, 0.0], [-0.5, -0.1, 0.0], [0.1, -0.5, 0.3], [-0.1, -0.1, -0.2], [-0.1, 0.2, 0.0], [0.2, -0.1, 0.2], [-0.1, 0.3, 0.0], [-0.2, -0.1, 0.1], [0.2, -0.1, -0.1], [-0.2, 0.1, -0.1], [0.2, -0.1, -0.1], [-0.1, -0.1, 0.3], [-0.2, 0.3, 0.1], [-0.1, 0.0, -0.3], [-0.3, -0.2, 0.0], [-0.1, 0.3, 0.0], [0.1, -0.1, 0.1], [0.0, -0.1, -0.2], [0.0, 0.2, 0.1], [-0.3, -0.3, 0.0], [0.2, -0.2, 0.0], [-0.2, -0.1, 0.0], [-0.1, 0.2, -0.2], [0.3, -0.1, 0.0], [-0.1, -0.1, 0.3], [0.2, -0.2, -0.1], [0.2, 0.3, -0.1], [-0.2, -0.2, 0.1], [0.2, 0.1, 0.1], [-0.1, 0.1, -0.2], [-1.5, 0.6, 0.5], [0.6, -0.6, -0.9], [-1.5, -0.7, 0.8], [0.6, 0.1, -0.3], [-0.2, 1.0, 0.6], [0.9, 0.1, -0.5], [0.9, -0.6, -0.3], [0.4, -0.6, -0.3], [0.3, 0.1, -0.2], [0.2, 0.3, 0.2], [-0.2, 0.1, 0.1], [-0.2, -0.2, 0.1], [0.1, -0.2, -0.2], [0.1, -0.1, -0.1], [1.0, -0.3, -0.1], [0.0, 0.1, -0.2], [-0.1, 1.5, -0.5], [0.1, 0.2, -0.1], [-0.8, -0.6, -0.5], [0.7, 0.6, 0.2], [-0.5, -0.4, 2.2], [-0.9, 0.4, -0.3], [0.3, -1.3, -0.2], [0.1, 0.2, -0.4], [0.0, -0.3, 0.2], [0.1, 0.1, 0.4], [0.0, 0.0, -0.4], [-0.3, 0.0, 0.2], [0.2, 0.0, -0.4], [0.1, -0.3, 0.1], [-0.3, 0.1, 0.1], [0.1, 0.2, 0.2], [0.0, -0.3, 0.1], [-0.2, 0.0, 0.1], [0.2, 0.1, 0.2]], "gap_ev": [3.779, 5.727], "lumo_energy_ev": [-15.084, -13.367], "total_energy_ev": -73524.140, "total_charge": 4}

{"formula": "C23H49N6O9P", "method": "ωB97M-V/def2-TZVPD", "symbols": ["C", "C", "N", "C", "C", "C", "C", "C", "C", "O", "N", "C", "P", "O", "O", "O", "C", "C", "O", "H", "H", "H", "H", "H", "H", "H", "H", "H", "H", "H", "H", "H", "H", "H", "H", "H", "H", "H", "H", "H", "C", "N", "C", "C", "O", "H", "H", "H", "H", "H", "H", "H", "C", "N", "C", "C", "O", "H", "H", "H", "H", "H", "H", "H", "C", "N", "C", "C", "O", "H", "H", "H", "H", "H", "H", "H", "C", "N", "C", "C", "O", "H", "H", "H", "H", "H", "H", "H"], "coordinates": [[0.73933, -1.67781, -0.01330], [1.27228, -0.73592, -1.10129], [1.92544, 0.44356, -0.54229], [2.37399, 1.38054, -1.58695], [3.17957, 0.75633, -2.71450], [4.51828, 0.20735, -2.26360], [5.64420, 0.08903, -3.29536], [6.02538, 1.33042, -4.07705], [6.73699, -0.46910, -2.37318], [7.93347, -0.26356, -2.45025], [6.08932, -1.22636, -1.39178], [4.63817, -1.19318, -1.63519], [4.17640, -2.67209, -2.62470], [5.36043, -3.39514, -3.08765], [3.23674, -3.54711, -1.67531], [3.16414, -2.30056, -3.81705], [0.92190, 1.16395, 0.24539], [1.25173, 1.48471, 1.67468], [-0.16227, 1.47197, -0.22987], [1.36372, -2.56853, 0.01026], [0.79009, -1.25191, 0.98252], [-0.25581, -2.02751, -0.25827], [1.94712, -1.30988, -1.71921], [0.45217, -0.45293, -1.76836], [3.02483, 2.10448, -1.10313], [1.55739, 1.96398, -2.01702], [3.38455, 1.55558, -3.42544], [2.57917, 0.03993, -3.26844], [4.93216, 0.87795, -1.50762], [5.52428, -0.72557, -4.01851], [5.53591, 1.32546, -5.04381], [5.83388, 2.24570, -3.52642], [7.09510, 1.27759, -4.27024], [6.48418, -2.14085, -1.22611], [4.14053, -1.19150, -0.66860], [2.40220, -3.73091, -2.11945], [3.54281, -1.59522, -4.35086], [0.34273, 1.30652, 2.23741], [2.07774, 0.90260, 2.05767], [1.43583, 2.54756, 1.71199], [-2.66844, -1.56205, 5.12705], [-1.98069, -0.40608, 4.58072], [-2.26468, -0.00246, 3.21374], [-1.09358, 0.30282, 5.29934], [-0.48989, 1.28247, 4.90214], [-2.43549, -2.44762, 4.53104], [-3.74500, -1.38822, 5.10678], [-2.35354, -1.73540, 6.15418], [-1.35295, -0.03082, 2.61691], [-2.65087, 1.01707, 3.19663], [-3.00105, -0.67535, 2.78374], [-0.95712, -0.09271, 6.32065], [-7.04927, 0.62936, 0.81047], [-6.68920, 0.57407, 2.21761], [-6.98834, 1.70518, 3.07976], [-6.08367, -0.49510, 2.75106], [-5.75970, -0.60136, 3.92162], [-6.54055, 1.46816, 0.33293], [-8.12968, 0.76290, 0.71465], [-6.75959, -0.28808, 0.30665], [-6.06862, 2.09553, 3.51648], [-7.64381, 1.39199, 3.89307], [-7.47457, 2.48496, 2.50017], [-5.89544, -1.29530, 2.01418], [7.01369, 3.24214, 0.95793], [5.65487, 3.71764, 0.77715], [5.43279, 5.07715, 0.31222], [4.58777, 2.94109, 1.02594], [3.42880, 3.28724, 0.88797], [7.53114, 3.86043, 1.69374], [7.55572, 3.28873, 0.01160], [7.00575, 2.21217, 1.30725], [4.85041, 5.63205, 1.04788], [4.87378, 5.06481, -0.62394], [6.38868, 5.57038, 0.15806], [4.85915, 1.92878, 1.37264], [-8.62856, -4.29363, -1.24917], [-7.92973, -3.14055, -1.78350], [-8.18455, -2.72670, -3.15416], [-7.04994, -2.43695, -1.05395], [-6.43872, -1.46280, -1.45532], [-8.39373, -5.18025, -1.84078], [-9.70636, -4.12382, -1.27768], [-8.32758, -4.46897, -0.21880], [-7.25946, -2.75501, -3.72986], [-8.56374, -1.70483, -3.17032], [-8.91457, -3.39260, -3.60611], [-6.92594, -2.83004, -0.02949]], "forces_ev_per_angstrom": [[0.5, -0.4, -0.4], [-0.8, -0.2, -0.1], [-0.2, 0.2, -0.2], [0.5, 0.2, -0.1], [0.0, 0.0, 0.0], [0.0, -0.7, -0.8], [0.6, 0.6, 0.2], [0.5, -0.4, 0.1], [0.8, 0.2, -0.1], [-1.0, -0.4, 0.1], [0.0, 0.0, -0.6], [0.2, 0.4, 0.9], [0.4, -0.6, -0.1], [0.3, 0.1, 0.1], [-0.2, 0.4, -0.3], [-0.2, 0.2, 0.5], [-1.2, 0.3, 0.1], [-0.6, -0.3, -0.5], [1.4, -0.5, 0.3], [0.1, -0.1, 0.2], [-0.3, 0.1, 0.1], [-0.3, 0.2, 0.2], [0.4, 0.2, -0.1], [-0.1, 0.2, 0.0], [0.0, 0.2, 0.1], [-0.3, -0.2, -0.1], [0.0, 0.2, 0.0], [0.0, -0.2, 0.0], [-0.2, 0.2, 0.2], [-0.4, -0.2, 0.0], [-0.3, 0.3, -0.1], [-0.2, 0.2, 0.0], [0.1, 0.1, 0.0], [0.3, 0.1, 0.2], [-0.3, -0.3, 0.0], [-0.2, -0.2, 0.1], [-0.1, 0.0, -0.3], [-0.1, 0.0, 0.3], [0.2, 0.1, 0.0], [0.3, 0.2, 0.2], [-0.1, 0.2, -0.2], [0.0, -0.1, 0.0], [0.1, 0.1, 0.1], [0.0, 0.0, 0.1], [0.0, 0.0, -0.1], [0.0, -0.1, 0.1], [0.0, -0.1, 0.0], [0.1, 0.0, 0.0], [0.0, 0.0, -0.1], [0.0, 0.0, -0.1], [0.0, 0.0, 0.0], [0.0, 0.0, 0.0], [-0.1, 0.2, 0.3], [-0.1, 0.1, -0.2], [0.1, -0.2, 0.1], [0.1, -0.1, 0.0], [0.0, 0.0, 0.1], [0.0, 0.0, -0.1], [0.0, 0.0, -0.1], [0.1, 0.1, 0.0], [0.0, 0.0, 0.0], [0.0, 0.1, 0.0], [0.0, 0.0, -0.1], [0.0, 0.0, 0.0], [-0.1, 0.2, -0.1], [0.1, 0.0, 0.0], [-0.1, -0.1, 0.0], [0.0, -0.2, 0.1], [0.2, 0.3, -0.1], [0.1, -0.1, 0.0], [0.1, -0.1, 0.0], [0.0, 0.0, 0.0], [0.0, 0.1, 0.0], [0.0, 0.1, 0.0], [0.0, 0.0, 0.0], [0.0, 0.0, 0.0], [0.0, 0.1, -0.2], [-0.1, -0.2, 0.0], [0.1, 0.1, 0.1], [0.1, 0.0, 0.0], [0.0, -0.1, -0.1], [0.0, -0.1, 0.1], [0.0, -0.1, 0.0], [0.0, 0.0, 0.0], [0.0, 0.0, 0.0], [0.0, 0.0, -0.1], [0.0, 0.0, 0.0], [0.0, 0.0, 0.0]], "gap_ev": 9.327, "smiles": "CCN(CC[C@@H]1[C@@H](C)C(=O)N[C@@H]1P(=O)(O)O)C(C)=O.CN(C)C=O.CN(C)C=O.CN(C)C=O.CN(C)C=O", "lumo_energy_ev": 0.458, "total_energy_ev": -61305.475}